[1]
12
Properties=species:S:1:pos:R:3:forces:R:3:lowdin_charge:R:1 method="wB97M-V/def2-TZVPD" total_energy_ha=-269.10583 lumo_energy_ev="0.42 / 0.44" multiplicity=1 de_lowest_kcal_mol=150.9
C 1.076597 -1.002854 -2.018613 0.001 0.041 -0.042 -0.06
C 0.790195 0.056739 -2.837987 0.128 -0.346 0.190 -0.09
C 0.507174 -0.218250 -0.994855 -1.244 -0.985 6.004 -0.14
C 0.038744 -0.354872 0.926024 1.556 0.419 -6.265 0.04
C -0.696382 0.735475 1.542477 -0.147 0.237 0.270 -0.18
O 0.234991 0.858194 -1.815444 -0.376 0.739 -0.028 -0.04
H 1.510715 -1.972627 -2.109244 0.079 -0.213 -0.018 0.08
H 0.822015 0.358962 -3.863743 -0.007 0.193 -0.198 0.11
H 0.265451 -1.326996 1.302856 0.122 -0.321 0.084 0.04
H -0.091491 1.205373 2.325570 -0.034 0.103 0.043 0.08
H -1.604563 0.359626 2.027803 -0.027 0.099 -0.049 0.08
H -0.962591 1.498221 0.815045 -0.052 0.034 0.009 0.07



[2]
12
Properties=species:S:1:pos:R:3:forces:R:3:lowdin_charge:R:1 method="wB97M-V/def2-TZVPD" total_energy_ha=-269.29426 lumo_energy_ev=0.59 multiplicity=1 smiles="C=C=C(C)C=O" de_lowest_kcal_mol=32.6
C -0.871254 0.450193 1.331558 -0.093 0.054 0.020 -0.05
C 0.092018 -0.038307 0.283300 -0.033 0.005 -0.131 -0.26
C 1.363178 -0.646987 0.750853 0.097 -0.041 0.245 -0.24
O 1.648466 -0.757983 1.921957 -0.103 0.036 -0.450 0.05
C -0.098404 0.027531 -1.016096 0.025 -0.007 -0.044 -0.05
C -0.243012 0.071801 -2.310471 0.021 -0.011 0.169 0.03
H -1.747865 0.918251 0.878672 0.135 -0.074 0.045 0.08
H -1.195987 -0.383524 1.962287 0.061 0.108 -0.088 0.09
H -0.374700 1.172240 1.987168 -0.062 -0.104 -0.093 0.09
H 0.100196 0.927673 -2.886388 -0.039 -0.096 0.112 0.07
H 2.043908 -0.996915 -0.051636 -0.064 0.033 0.108 0.13
H -0.716545 -0.743973 -2.851204 0.056 0.095 0.106 0.07



[3]
12
Properties=species:S:1:pos:R:3:forces:R:3:lowdin_charge:R:1 method="wB97M-V/def2-TZVPD" total_energy_ha=-269.13636 lumo_energy_ev="-0.71 / -0.82" multiplicity=1 de_lowest_kcal_mol=131.7
C 1.151331 1.875024 -1.495939 -0.091 0.398 -0.364 0.02
C 0.616374 0.955421 -0.652652 -0.017 -0.584 0.107 -0.25
C -0.473127 0.587368 0.121678 0.313 0.075 -0.642 0.11
C -0.931994 -0.779597 0.250401 0.107 0.118 -0.111 -0.32
C -0.769241 -1.423847 1.590026 0.234 -0.134 0.171 -0.13
O -2.025707 -1.010099 1.162009 -0.130 0.059 -0.055 -0.04
H 2.236710 1.965781 -1.489258 -0.244 -0.213 -0.398 0.06
H 1.459326 0.255489 -0.626661 0.087 -0.524 1.110 0.12
H 0.621995 2.395548 -2.282854 -0.235 0.434 0.368 0.06
H -0.965139 -1.464147 -0.599955 0.062 0.152 0.048 0.14
H -0.326595 -0.854739 2.406437 -0.077 -0.014 -0.154 0.12
H -0.593933 -2.502201 1.616768 -0.008 0.232 -0.080 0.12



[4]
12
Properties=species:S:1:pos:R:3:forces:R:3:lowdin_charge:R:1 method="wB97M-V/def2-TZVPD" total_energy_ha=-269.23528 lumo_energy_ev=0.94 multiplicity=1 smiles="C=C=C1C[C@@H]1O" de_lowest_kcal_mol=69.6
O -1.905919 1.390753 -0.094227 0.030 0.082 -0.193 0.00
C -1.355361 0.256257 0.498598 -0.027 -0.138 0.250 -0.31
C -1.112898 -1.001643 -0.321254 -0.136 -0.149 -0.134 -0.03
C 0.002791 -0.139253 0.118032 0.278 0.087 -0.066 -0.19
C 1.259380 0.126487 0.042831 -0.148 -0.143 0.037 -0.04
C 2.558806 0.211967 0.074153 -0.101 -0.148 -0.107 0.00
H -1.351217 1.619004 -0.852596 -0.139 0.055 0.130 0.10
H -1.691935 0.157261 1.526620 0.021 -0.049 -0.143 0.15
H -1.392082 -1.033466 -1.371220 -0.076 0.127 0.132 0.11
H -1.194715 -1.951607 0.205770 -0.023 0.135 -0.122 0.11
H 3.035671 -0.520351 0.712340 0.398 0.341 0.249 0.06
H 3.147482 0.884590 -0.539044 -0.078 -0.200 -0.036 0.05



[5]
12
Properties=species:S:1:pos:R:3:forces:R:3:lowdin_charge:R:1 method="wB97M-V/def2-TZVPD" total_energy_ha=-269.21397 lumo_energy_ev=1.00 multiplicity=1 de_lowest_kcal_mol=83.0
C -2.421329 0.244527 -0.446326 -2.494 -0.404 -1.202 0.11
C -1.454366 -0.081887 0.142738 3.106 0.191 0.643 -0.10
C 0.865441 0.996003 -0.107492 -2.782 -1.022 0.083 -0.14
C 0.905504 -1.005905 0.011314 2.437 -3.239 0.278 -0.20
C -0.068973 -0.071716 0.617100 -1.961 1.375 0.397 -0.23
O 1.696989 -0.004615 -0.537452 2.167 -0.138 -1.414 -0.08
H -3.319329 0.151654 -0.990902 -0.465 0.449 -0.147 0.02
H 0.389934 1.446646 -0.950018 -0.514 0.855 -0.337 0.12
H 1.269290 1.642480 0.580638 1.230 1.870 1.343 0.09
H 1.573752 -1.540920 0.691646 -0.420 -0.120 0.771 0.12
H 0.726039 -1.803538 -0.722390 -1.143 0.484 -0.085 0.13
H -0.162947 0.027276 1.711144 0.838 -0.300 -0.329 0.15



[6]
12
Properties=species:S:1:pos:R:3:forces:R:3:lowdin_charge:R:1 method="wB97M-V/def2-TZVPD" total_energy_ha=-269.23802 lumo_energy_ev=0.74 multiplicity=1 smiles="C#C[C@@H](C)C=O" de_lowest_kcal_mol=67.9
C -0.031806 1.349093 0.279150 -0.136 0.182 -0.054 -0.06
C -0.274436 -0.148188 0.577062 0.417 -0.246 -0.498 -0.30
C -1.428910 -0.841977 -0.113868 -0.162 -0.311 -0.753 -0.22
O -1.167429 -1.357114 -1.175178 -1.437 -0.039 -0.015 0.05
C 0.820964 -0.800311 -0.195441 1.337 0.406 1.067 -0.15
C 1.783955 -1.049559 -0.874698 -0.101 0.502 1.176 0.12
H 0.994443 1.562560 0.599382 -0.294 0.060 -0.031 0.09
H -0.071355 1.501329 -0.801519 -0.072 0.088 0.128 0.09
H -0.706163 2.043989 0.783991 -0.102 -0.204 -0.003 0.08
H -0.313170 -0.279555 1.677670 0.359 -0.385 -0.634 0.15
H -2.426609 -0.992532 0.320283 -0.054 0.407 0.271 0.13
H 2.820515 -0.987731 -1.076830 0.244 -0.461 -0.655 0.03



[7]
12
Properties=species:S:1:pos:R:3:forces:R:3:lowdin_charge:R:1 method="wB97M-V/def2-TZVPD" total_energy_ha=-269.21694 lumo_energy_ev=0.79 multiplicity=1 smiles="CC=C=O.C#C" de_lowest_kcal_mol=81.1
C -1.658181 0.058571 0.025804 -0.048 0.102 -0.089 -0.11
C -0.490469 1.009091 0.124797 -0.050 0.820 -0.520 -0.15
C 0.717208 1.188051 -0.333573 0.793 0.039 -0.255 -0.28
O 1.757803 1.616071 -0.665449 -0.585 -0.439 0.163 0.12
C 2.100679 -1.070045 0.103629 -0.390 -0.450 0.125 0.00
C 1.109208 -1.722702 0.297341 0.572 0.081 -0.074 0.01
H -2.481934 0.687133 -0.315301 -0.176 -0.268 -0.005 0.07
H -1.984405 -0.397166 0.971261 0.370 0.212 -0.111 0.07
H -1.542095 -0.743011 -0.712785 0.231 0.249 0.157 0.07
H -0.686407 2.096181 0.104589 -0.817 -0.119 0.557 0.13
H 2.916759 -0.403182 -0.074953 -0.046 -0.306 0.065 0.04
H 0.241832 -2.318987 0.474643 0.147 0.078 -0.014 0.03



[8]
12
Properties=species:S:1:pos:R:3:forces:R:3:lowdin_charge:R:1 method="wB97M-V/def2-TZVPD" total_energy_ha=-269.20958 lumo_energy_ev=0.97 multiplicity=1 smiles=CC#C[C@H]1CO1 de_lowest_kcal_mol=85.8
C -2.591254 0.079245 0.079571 -0.208 -0.102 0.011 -0.10
C -1.306365 -0.621496 0.038254 0.587 0.317 0.181 -0.08
C -0.102214 -0.720040 0.046763 -0.566 -0.752 -0.090 0.02
C 1.153175 -0.025107 -0.116050 -0.376 0.825 0.392 -0.33
C 2.600419 -0.145572 0.083768 0.086 -0.085 0.259 -0.10
O 2.019496 -0.219119 -1.215017 -0.123 0.239 -0.096 -0.02
H -3.202405 -0.102188 -0.805965 0.030 -0.096 0.089 0.07
H -3.169761 -0.173219 0.969013 -0.027 -0.046 -0.081 0.07
H -2.366764 1.157278 0.117155 -0.108 -0.285 -0.004 0.09
H 0.739983 0.975963 0.080938 1.002 0.395 -0.616 0.15
H 3.134477 -1.019811 0.446841 -0.341 -0.075 -0.104 0.11
H 3.091214 0.814064 0.274724 0.044 -0.336 0.060 0.11